# 1
{"formula": "C30H41ILuN3O4P2", "method": "ωB97M-V with the def2-TZVPD basis set", "species": ["Lu", "C", "P", "C", "N", "C", "C", "C", "C", "C", "C", "N", "C", "P", "C", "C", "C", "C", "C", "C", "C", "C", "C", "H", "H", "H", "H", "H", "H", "H", "H", "H", "H", "H", "H", "H", "H", "H", "H", "H", "H", "H", "H", "H", "H", "H", "H", "H", "H", "H", "H", "I", "C", "C", "C", "C", "C", "C", "C", "O", "O", "H", "H", "H", "H", "O", "C", "O", "C", "N", "C", "C", "C", "H", "H", "H", "H", "H", "H", "H", "H", "H"], "coordinates": [[1.05, -0.08, 0.30], [-2.51, -1.03, 2.33], [-1.41, 0.21, 1.59], [-2.44, 0.92, 0.25], [-3.46, 1.66, 0.60], [-4.22, 2.21, -0.38], [-5.32, 3.03, -0.04], [-6.08, 3.58, -1.03], [-5.77, 3.34, -2.40], [-4.72, 2.55, -2.75], [-3.92, 1.97, -1.74], [-2.89, 1.16, -2.09], [-2.17, 0.63, -1.13], [-0.79, -0.45, -1.70], [-0.27, 0.34, -3.25], [-1.53, -2.08, -2.15], [-2.59, -1.95, -3.26], [-0.40, -2.99, -2.63], [-2.18, -2.68, -0.91], [-1.09, 1.46, 2.92], [-2.35, 2.07, 3.52], [-0.33, 0.70, 4.02], [-0.17, 2.55, 2.37], [-3.46, -0.55, 2.56], [-2.09, -1.43, 3.25], [-2.69, -1.85, 1.65], [-5.54, 3.19, 1.01], [-6.92, 4.20, -0.78], [-6.39, 3.80, -3.16], [-4.47, 2.36, -3.78], [-1.13, 0.46, -3.91], [0.49, -0.26, -3.74], [0.14, 1.32, -3.03], [-2.15, -1.60, -4.20], [-3.39, -1.26, -2.99], [-3.03, -2.93, -3.44], [0.08, -2.61, -3.54], [-0.81, -3.97, -2.87], [0.38, -3.12, -1.87], [-3.04, -2.10, -0.58], [-1.48, -2.76, -0.07], [-2.53, -3.69, -1.13], [-3.00, 1.31, 3.96], [-2.93, 2.63, 2.79], [-2.06, 2.75, 4.33], [-0.94, -0.05, 4.52], [-0.02, 1.42, 4.78], [0.58, 0.21, 3.66], [-0.57, 3.06, 1.49], [0.83, 2.17, 2.11], [0.00, 3.29, 3.16], [7.32, 3.38, -3.00], [5.37, 3.21, -2.35], [4.92, 2.00, -1.83], [3.61, 1.90, -1.40], [2.74, 2.98, -1.47], [3.20, 4.19, -2.00], [4.51, 4.30, -2.43], [1.32, 2.92, -1.02], [0.52, 3.81, -1.11], [0.98, 1.72, -0.49], [5.58, 1.15, -1.78], [3.28, 0.94, -1.01], [2.52, 5.03, -2.06], [4.86, 5.24, -2.84], [1.71, -1.79, 1.86], [2.31, -2.34, 0.90], [2.42, -1.79, -0.23], [3.00, -3.67, 1.10], [2.65, -4.21, 2.47], [3.90, -4.87, 3.01], [4.99, -3.95, 2.52], [4.55, -3.54, 1.11], [2.65, -4.39, 0.36], [1.85, -4.84, 2.44], [2.37, -3.41, 3.05], [3.94, -5.87, 2.57], [3.80, -4.97, 4.09], [5.95, -4.46, 2.52], [5.08, -3.08, 3.17], [4.97, -4.19, 0.34], [4.85, -2.52, 0.87]], "e_homo_ha": -0.463, "multiplicity": 1, "homo_lumo_gap_ev": 7.273, "charge": 2}

# 2
{"formula": "C30H41N3S4Tc", "method": "ωB97M-V with the def2-TZVPD basis set", "species": ["Tc", "C", "C", "S", "C", "C", "S", "C", "C", "S", "C", "C", "S", "H", "H", "H", "H", "H", "H", "H", "H", "H", "H", "H", "H", "H", "H", "H", "H", "C", "C", "C", "C", "N", "C", "C", "C", "C", "C", "C", "N", "H", "H", "H", "H", "H", "H", "H", "H", "C", "C", "C", "C", "C", "C", "C", "C", "C", "C", "C", "C", "N", "H", "H", "H", "H", "H", "H", "H", "H", "H", "H", "H", "H", "H", "H", "H", "H", "H"], "coordinates": [[0.40, -0.72, 0.39], [-2.93, -1.49, 0.28], [-2.21, -2.56, 1.07], [-0.55, -2.81, 0.33], [0.22, -3.77, 1.68], [0.16, -3.12, 3.06], [0.48, -1.37, 2.74], [0.40, -0.30, 4.19], [-0.07, 1.08, 3.71], [0.42, 1.52, 2.00], [-1.15, 2.19, 1.32], [-2.24, 1.13, 1.37], [-1.86, -0.03, 0.04], [-3.87, -1.21, 0.74], [-3.15, -1.83, -0.73], [-2.76, -3.50, 1.02], [-2.07, -2.27, 2.11], [1.26, -3.87, 1.36], [-0.22, -4.77, 1.68], [0.95, -3.55, 3.68], [-0.79, -3.28, 3.57], [1.39, -0.25, 4.62], [-0.29, -0.71, 4.93], [0.36, 1.83, 4.38], [-1.15, 1.16, 3.78], [-1.58, 2.39, -0.66], [-1.44, 3.05, 1.93], [-3.22, 1.59, 1.23], [-2.25, 0.57, 2.30], [4.80, -1.07, 1.19], [5.33, -0.83, -0.07], [4.47, -0.65, -1.13], [3.10, -0.70, -0.93], [2.58, -0.93, 0.30], [3.43, -1.11, 1.32], [2.13, -0.54, -2.03], [2.52, -0.40, -3.35], [1.56, -0.33, -4.35], [0.23, -0.41, -4.00], [-0.09, -0.54, -2.66], [0.83, -0.58, -1.69], [5.43, -1.22, 2.05], [6.40, -0.78, -0.22], [4.87, -0.45, -2.12], [2.97, -1.28, 2.28], [3.57, -0.35, -3.62], [1.86, -0.22, -5.38], [-0.56, -0.39, -4.74], [-1.13, -0.59, -2.35], [2.04, 2.59, -0.97], [2.07, 3.83, -0.09], [2.89, 3.60, 1.19], [0.74, 4.56, 0.08], [0.87, 5.94, 0.27], [-0.20, 6.80, 0.17], [-1.43, 6.30, -0.23], [-1.63, 4.94, -0.41], [-2.96, 4.52, -1.01], [-3.93, 3.76, -0.09], [-2.80, 3.79, -2.36], [-0.56, 4.07, -0.12], [-0.83, 2.64, -0.03], [3.06, 2.26, -1.16], [1.56, 2.79, -1.93], [1.50, 1.77, -0.50], [2.64, 4.57, -0.67], [2.95, 2.54, 1.45], [2.47, 4.13, 2.05], [3.92, 3.95, 1.06], [1.86, 6.35, 0.46], [-0.07, 7.87, 0.34], [-2.25, 6.98, -0.44], [-3.45, 5.46, -1.26], [-3.85, 2.68, -0.24], [-4.96, 4.02, -0.33], [-3.77, 4.00, 0.96], [-2.48, 2.75, -2.25], [-2.08, 4.30, -3.00], [-3.76, 3.77, -2.88]], "e_homo_ha": [-0.481, -0.481], "multiplicity": 2, "homo_lumo_gap_ev": [7.385, 6.669], "charge": 2, "de_lowest_kj_mol": 36.8}

# 3
{"formula": "C30H41N6O2", "method": "ωB97M-V with the def2-TZVPD basis set", "species": ["C", "C", "N", "C", "C", "C", "N", "C", "C", "C", "O", "C", "C", "C", "C", "C", "N", "C", "C", "C", "C", "C", "C", "C", "O", "C", "N", "C", "H", "H", "H", "H", "H", "H", "H", "H", "H", "H", "H", "H", "H", "H", "H", "H", "H", "H", "H", "H", "H", "H", "H", "H", "H", "H", "H", "H", "H", "H", "H", "N", "C", "C", "C", "C", "H", "H", "H", "H", "H", "N", "C", "C", "C", "C", "H", "H", "H", "H", "H"], "coordinates": [[-4.57, 1.63, -2.14], [-3.10, 1.34, -2.02], [-2.53, 0.72, -1.07], [-2.21, 1.77, -3.18], [-0.82, 1.93, -2.68], [-0.50, 2.97, -1.79], [-1.50, 3.90, -1.43], [-1.91, 4.85, -2.50], [-1.19, 4.62, -0.20], [-1.73, 4.08, 1.08], [-0.50, 5.59, -0.23], [0.78, 3.02, -1.27], [1.75, 2.08, -1.61], [3.11, 2.09, -0.99], [3.19, 1.00, 0.10], [3.12, 1.60, 1.52], [2.45, 0.76, 2.50], [0.99, 0.80, 2.41], [0.31, 0.97, 3.74], [0.96, 1.52, 4.84], [0.31, 1.70, 6.06], [-1.03, 1.34, 6.20], [-1.70, 0.77, 5.11], [-1.03, 0.59, 3.91], [-1.68, 0.01, 2.82], [1.38, 1.10, -2.52], [0.14, 1.05, -3.03], [-0.15, -0.05, -3.96], [-5.16, 0.72, -2.13], [-4.90, 2.27, -1.33], [-4.77, 2.13, -3.08], [-3.21, 0.44, -0.37], [-2.57, 2.66, -3.66], [-2.30, 0.98, -3.91], [-1.18, 4.89, -3.31], [-2.03, 5.85, -2.10], [-2.88, 4.55, -2.89], [-1.83, 4.92, 1.75], [-0.96, 3.44, 1.51], [-2.65, 3.53, 0.97], [1.08, 3.78, -0.57], [3.25, 3.06, -0.51], [3.86, 1.93, -1.75], [4.10, 0.42, 0.01], [2.37, 0.29, 0.01], [4.12, 1.84, 1.89], [2.58, 2.54, 1.48], [2.74, -0.20, 2.38], [0.61, -0.11, 1.95], [0.67, 1.62, 1.76], [1.99, 1.81, 4.76], [0.82, 2.12, 6.91], [-1.54, 1.49, 7.13], [-2.73, 0.48, 5.22], [-2.43, -0.47, 3.18], [2.09, 0.35, -2.83], [-1.00, -0.63, -3.62], [0.73, -0.67, -4.08], [-0.39, 0.36, -4.94], [-0.21, -3.04, 1.66], [1.15, -3.00, 1.67], [1.62, -4.25, 1.34], [0.48, -5.07, 1.12], [-0.63, -4.30, 1.32], [-0.81, -2.26, 1.88], [1.68, -2.10, 1.92], [2.65, -4.54, 1.27], [0.48, -6.11, 0.84], [-1.68, -4.54, 1.26], [0.76, -6.22, -2.13], [2.13, -6.17, -2.12], [2.59, -7.41, -2.46], [1.46, -8.24, -2.70], [0.35, -7.47, -2.49], [0.16, -5.45, -1.90], [2.65, -5.27, -1.86], [3.63, -7.70, -2.54], [1.47, -9.28, -2.99], [-0.70, -7.71, -2.56]], "e_homo_ha": -0.358, "multiplicity": 1, "homo_lumo_gap_ev": 6.187, "charge": 1}